# 1
Computed, not measured: a 2-piece molecular cluster, C18H21NO2S overall, with ωB97M-V/def2-TZVPD.

Summary:
Energy relative to the best compared isomer or geometry (same formula, charge and spin) = 4.0908 eV

```
! RIJCOSX wB97M-V def2-TZVPD def2/J DEFGRID3
* xyz 0 1
C 1.331 3.785 2.566
C 2.088 2.457 2.620
C 1.282 1.332 3.257
N -0.039 1.223 2.619
C -0.531 0.073 2.191
C -1.855 -0.030 1.616
C -2.314 0.908 0.646
C -3.634 0.879 0.213
C -4.517 -0.093 0.708
C -4.070 -1.039 1.638
C -2.757 -1.001 2.103
C -0.819 2.466 2.790
C -0.118 3.638 2.110
H 1.346 4.258 3.555
H 1.855 4.465 1.889
H 2.372 2.157 1.606
H 3.022 2.568 3.172
H 1.805 0.371 3.190
H 1.096 1.551 4.321
H -0.008 -0.824 2.568
H -1.611 1.637 0.235
H -3.983 1.645 -0.484
H -5.559 -0.084 0.391
H -4.764 -1.781 2.046
H -2.404 -1.713 2.849
H -1.850 2.353 2.430
H -0.859 2.654 3.874
H -0.689 4.547 2.314
H -0.146 3.511 1.020
C -0.889 -6.310 0.821
C -0.866 -5.584 2.021
C -0.274 -4.320 2.050
C 0.193 -3.763 0.868
S 0.788 -2.007 0.932
O 2.237 -2.098 0.765
O 0.054 -1.253 -0.077
C 0.318 -4.517 -0.288
C -0.267 -5.793 -0.326
H -1.384 -7.281 0.790
H -1.313 -5.991 2.932
H -0.178 -3.776 2.988
H 0.871 -4.121 -1.139
H -0.253 -6.387 -1.243
*
```

=====

# 2
Computed, not measured: C18H21NO3S2 as an isolated structure, with ωB97M-V/def2-TZVPD.

Summary:
Energy relative to the best compared isomer or geometry (same formula, charge and spin) = 0.0000 eV

```
! RIJCOSX wB97M-V def2-TZVPD def2/J DEFGRID3
* xyz 0 1
C 6.131 0.619 1.221
C 5.473 -0.513 0.442
C 4.239 -0.065 -0.341
C 3.086 0.362 0.564
C 1.818 0.685 -0.230
C 0.773 1.311 0.686
O 0.938 2.227 1.437
O -0.406 0.697 0.548
C -0.375 -0.380 -0.389
C -0.884 -1.643 0.298
H -1.836 -1.450 0.781
H -1.013 -2.419 -0.452
H -0.173 -1.972 1.053
C 1.105 -0.525 -0.828
H 1.183 -0.579 -1.913
H 1.513 -1.450 -0.420
C -1.224 -0.070 -1.656
O -1.536 -0.988 -2.395
C -0.970 1.317 -2.289
H 0.093 1.459 -2.477
H -1.509 1.346 -3.237
S -1.525 2.731 -1.286
C -2.749 1.818 -0.509
N -2.836 0.553 -0.766
C -3.877 -0.052 -0.126
C -4.266 -1.382 -0.245
C -5.356 -1.814 0.482
C -6.058 -0.945 1.315
C -5.697 0.384 1.429
C -4.607 0.827 0.700
S -3.931 2.440 0.606
H -6.246 1.063 2.062
H -6.904 -1.312 1.875
H -5.672 -2.842 0.404
H -3.717 -2.033 -0.905
H 2.072 1.431 -0.991
H 3.361 1.256 1.126
H 2.870 -0.432 1.283
H 4.510 0.765 -0.997
H 3.908 -0.892 -0.975
H 5.193 -1.313 1.130
H 6.199 -0.925 -0.263
H 7.047 0.269 1.692
H 6.382 1.443 0.557
H 5.472 0.993 2.000
*
```

=====

# 3
Computed, not measured: C18H22AsNReS6 as an isolated structure, with ωB97M-V/def2-TZVPD.

```
! RIJCOSX wB97M-V def2-TZVPD def2/J DEFGRID3
* xyz -2 4
Re 0.608 1.496 -0.379
S 4.532 0.141 2.094
As 3.593 1.860 1.333
S 3.029 1.477 -0.789
S 1.307 1.843 1.849
S 4.284 3.834 1.553
S -1.774 1.663 -0.483
C -2.145 3.286 -1.020
C -3.466 3.764 -1.090
C -3.752 5.060 -1.538
C -2.684 5.902 -1.845
C -1.420 5.442 -1.820
C -1.108 4.118 -1.398
S 0.614 3.685 -1.348
H -4.294 3.070 -0.807
H -4.769 5.399 -1.594
H -2.843 6.951 -2.166
H -0.619 6.094 -2.050
C -1.682 -1.475 3.946
C -0.736 -1.923 2.843
C -0.048 -3.152 2.935
C 0.883 -3.507 1.960
C 1.755 -4.749 2.116
C 1.082 -2.675 0.870
C 0.404 -1.466 0.716
C -0.494 -1.123 1.747
N 0.549 -0.621 -0.380
C 0.661 -1.239 -1.727
C 1.912 -2.101 -1.989
C -0.643 -1.977 -1.974
C 0.687 -0.118 -2.830
H -2.058 -2.305 4.563
H -2.525 -0.923 3.533
H -1.197 -0.781 4.633
H -0.231 -3.812 3.791
H 1.210 -5.501 2.708
H 2.706 -4.485 2.647
H 1.989 -5.198 1.171
H 1.929 -2.877 0.205
H -0.996 -0.165 1.667
H 1.777 -3.095 -1.580
H 2.786 -1.594 -1.588
H 2.039 -2.180 -3.056
H -0.736 -2.746 -1.210
H -0.682 -2.443 -2.954
H -1.458 -1.276 -1.912
H 1.585 0.495 -2.819
H -0.164 0.541 -2.735
H 0.605 -0.613 -3.800
*
```

=====

no.,DFT total energy (eV)
1,-35424.3540
2,-48310.5216
3,-148498.3939